C5H12O2 | the ωB97M-V functional and the def2-TZVPD basis

DFT total energy	-9474.7725	eV
net charge	0
ΔE to the lowest compared entry with this formula, charge and spin	8.4	kcal/mol
structure (SMILES)	CCCC(C)=O.O
largest force on an atom	0.45	eV/A

Last column: Löwdin charge in e.
Element x y z (Å)
O1 1.587 -0.679 -0.508  0.043
O2 -0.151 0.277 -2.562  -0.065
C1 0.596 -1.109 0.055  -0.445
C2 -0.100 -0.341 1.162  -0.143
C3 0.004 -2.441 -0.340  -0.010
C4 0.304 1.131 1.248  -0.251
C5 -0.590 2.046 0.410  -0.104
H1 -1.185 -0.460 1.037  0.126
H2 -0.605 -2.274 -1.236  0.094
H3 0.802 -3.140 -0.601  0.089
H4 1.340 1.210 0.904  0.103
H5 -1.610 2.072 0.811  0.075
H6 0.688 0.037 -2.142  0.011
H7 -0.643 1.691 -0.625  0.051
H8 0.146 -0.877 2.090  0.129
H9 -0.207 3.073 0.411  0.072
H10 -0.025 1.190 -2.844  0.041
H11 -0.634 -2.866 0.439  0.081
H12 0.284 1.458 2.293  0.104

***

C5H12O2 | the ωB97M-V functional and the def2-TZVPD basis

DFT total energy	-9472.5182	eV
net charge	0
ΔE to the lowest compared entry with this formula, charge and spin	60.4	kcal/mol
structure (SMILES)	CC[C@@H]1CO1.CO
largest force on an atom	0.85	eV/A

Last column: Löwdin charge in e.
Element x y z (Å)
O1 1.365 -1.214 0.393  -0.072
O2 -0.719 -0.272 1.536  -0.150
C1 -1.815 -1.106 1.302  -0.173
C2 0.192 0.873 -0.846  -0.222
C3 0.026 2.194 -0.095  -0.092
C4 1.287 -1.419 -1.003  -0.123
C5 1.338 -0.050 -0.516  -0.260
H1 -1.848 -1.936 2.022  0.078
H2 -2.719 -0.504 1.422  0.080
H3 2.281 0.492 -0.478  0.149
H4 2.152 -1.879 -1.462  0.114
H5 0.077 -0.782 1.291  0.030
H6 0.584 1.055 -1.865  0.126
H7 0.987 2.709 0.019  0.074
H8 -1.826 -1.540 0.285  0.074
H9 -0.409 2.039 0.895  0.064
H10 0.317 -1.777 -1.354  0.121
H11 -0.639 2.860 -0.660  0.073
H12 -0.766 0.353 -0.959  0.109

***

C5H12O2 | the ωB97M-V functional and the def2-TZVPD basis

DFT total energy	-9473.6679	eV
net charge	0
ΔE to the lowest compared entry with this formula, charge and spin	33.8	kcal/mol
structure (SMILES)	CCCCC=O.O
largest force on an atom	2.62	eV/A

Last column: Löwdin charge in e.
Element x y z (Å)
O1 3.856 0.681 -0.111  -0.051
O2 -1.375 -0.476 -2.379  0.043
C1 -1.023 0.326 2.423  -0.109
C2 -0.142 -0.887 0.186  -0.192
C3 -1.041 -0.912 1.499  -0.251
C4 -0.199 0.478 -0.513  -0.154
C5 -1.120 0.514 -1.742  -0.239
H1 0.821 0.648 -0.889  0.114
H2 0.025 0.439 2.696  0.075
H3 -0.440 1.206 0.251  0.079
H4 4.200 1.413 0.411  0.035
H5 4.083 -0.090 0.396  0.021
H6 -0.734 -1.846 1.971  0.093
H7 -1.448 1.190 1.915  0.059
H8 -1.633 0.145 3.306  0.067
H9 -0.484 -1.692 -0.466  0.101
H10 -1.803 1.367 -1.817  0.112
H11 -2.063 -1.150 1.164  0.100
H12 0.850 -1.098 0.583  0.096

***

C5H12O2 | the ωB97M-V functional and the def2-TZVPD basis

DFT total energy	-9473.4535	eV
net charge	0
ΔE to the lowest compared entry with this formula, charge and spin	38.8	kcal/mol
structure (SMILES)	C=C(C)CO.CO
largest force on an atom	0.36	eV/A

Last column: Löwdin charge in e.
Element x y z (Å)
O1 -0.632 -1.260 -1.172  -0.147
O2 0.298 -1.592 1.577  -0.067
C1 -1.772 -1.166 -2.008  -0.147
C2 1.508 1.742 0.208  -0.059
C3 0.574 0.733 0.823  -0.360
C4 -0.746 0.921 0.907  0.033
C5 1.205 -0.541 1.365  -0.245
H1 -1.373 0.171 1.383  0.081
H2 -1.693 -1.952 -2.761  0.078
H3 -0.514 -0.392 -0.759  0.021
H4 -0.064 -1.841 0.708  0.068
H5 2.032 -0.843 0.699  0.125
H6 1.656 -0.316 2.340  0.132
H7 -1.810 -0.197 -2.527  0.083
H8 -2.714 -1.302 -1.454  0.081
H9 2.249 1.264 -0.446  0.081
H10 2.063 2.272 0.991  0.086
H11 0.959 2.488 -0.377  0.079
H12 -1.226 1.810 0.502  0.076

***

C5H12O2 | the ωB97M-V functional and the def2-TZVPD basis

DFT total energy	-9474.3456	eV
net charge	0
ΔE to the lowest compared entry with this formula, charge and spin	18.2	kcal/mol
structure (SMILES)	CC[C@@H](O)CCO
largest force on an atom	0.44	eV/A

Last column: Löwdin charge in e.
Element x y z (Å)
O1 0.290 -0.050 1.467  -0.046
O2 0.687 -2.695 0.311  -0.071
C1 -0.494 1.563 -0.157  -0.210
C2 -0.567 -0.904 -0.623  -0.149
C3 0.202 0.218 0.079  -0.412
C4 -0.132 2.601 0.901  -0.098
C5 0.278 -2.123 -0.927  -0.261
H1 1.314 -3.404 0.127  0.096
H2 -0.932 3.332 1.046  0.070
H3 -0.221 1.897 -1.169  0.114
H4 -1.580 1.403 -0.173  0.111
H5 0.790 3.138 0.654  0.073
H6 0.024 2.074 1.843  0.064
H7 -0.294 -2.847 -1.525  0.116
H8 1.157 -1.815 -1.515  0.120
H9 0.651 -0.948 1.517  0.079
H10 -0.999 -0.529 -1.558  0.122
H11 -1.399 -1.191 0.035  0.135
H12 1.226 0.280 -0.331  0.149

***

C5H12O2 | the ωB97M-V functional and the def2-TZVPD basis

DFT total energy	-9472.8132	eV
net charge	0
ΔE to the lowest compared entry with this formula, charge and spin	53.6	kcal/mol
structure (SMILES)	CC[C@H]1O[C@@H]1C.O
largest force on an atom	1.37	eV/A

Last column: Löwdin charge in e.
Element x y z (Å)
O1 -2.577 0.100 0.761  -0.092
O2 -0.681 -1.339 0.205  -0.063
C1 -0.946 -0.281 -2.031  -0.037
C2 2.122 0.969 0.944  -0.097
C3 -0.506 -0.009 -0.632  -0.222
C4 1.077 -0.068 1.326  -0.197
C5 0.550 -0.704 0.070  -0.368
H1 1.266 -1.237 -0.544  0.154
H2 1.675 1.765 0.336  0.077
H3 -1.982 0.045 -2.186  0.083
H4 2.912 0.503 0.344  0.077
H5 -0.321 0.247 -2.754  0.085
H6 -1.936 -0.636 0.874  0.005
H7 2.578 1.428 1.823  0.073
H8 -0.779 0.991 -0.260  0.148
H9 -0.889 -1.357 -2.191  0.091
H10 1.491 -0.857 1.961  0.119
H11 -3.122 -0.219 0.035  0.037
H12 0.251 0.384 1.894  0.126

***

C5H12O2 | the ωB97M-V functional and the def2-TZVPD basis

DFT total energy	-9469.1924	eV
net charge	0
ΔE to the lowest compared entry with this formula, charge and spin	137.1	kcal/mol
largest force on an atom	3.21	eV/A

Last column: Löwdin charge in e.
Element x y z (Å)
O1 -2.783 -0.828 -1.235  -0.314
O2 -3.823 0.670 0.306  -0.336
C1 1.670 0.777 0.089  -0.080
C2 0.477 1.478 0.145  0.052
C3 1.936 -0.574 0.010  -0.012
C4 -0.830 0.749 0.171  -0.050
C5 3.241 -1.211 0.227  -0.054
H1 -3.480 -0.171 -0.495  -0.070
H2 1.078 -1.213 -0.188  0.127
H3 -3.382 -1.276 -1.835  -0.046
H4 -1.473 0.925 -0.689  0.094
H5 0.475 2.558 0.068  0.128
H6 4.124 -0.600 0.025  0.097
H7 2.523 1.413 0.333  0.118
H8 3.467 -1.564 1.254  0.118
H9 3.184 -2.163 -0.303  0.093
H10 -1.343 0.910 1.120  0.118
H11 -4.560 0.401 0.892  -0.038
H12 -0.501 -0.282 0.106  0.054

***

C5H12O2 | the ωB97M-V functional and the def2-TZVPD basis

DFT total energy	-9472.9547	eV
net charge	0
ΔE to the lowest compared entry with this formula, charge and spin	50.3	kcal/mol
structure (SMILES)	C=CCCCO.O
largest force on an atom	2.02	eV/A

Last column: Löwdin charge in e.
Element x y z (Å)
O1 -2.853 1.624 -0.349  -0.084
O2 1.365 -2.830 3.790  -0.059
C1 -0.791 0.849 -1.495  -0.162
C2 2.395 -0.664 -1.043  0.001
C3 0.563 1.122 -0.723  -0.219
C4 -1.908 0.534 -0.490  -0.246
C5 1.291 -0.174 -0.497  -0.214
H1 -2.458 -0.346 -0.803  0.114
H2 2.967 -0.062 -1.738  0.059
H3 -1.017 1.759 -2.058  0.112
H4 1.139 1.872 -1.246  0.099
H5 0.299 1.549 0.246  0.101
H6 0.537 -0.859 -0.024  0.113
H7 -2.313 2.416 -0.418  0.069
H8 1.097 -2.017 3.354  0.023
H9 2.632 -1.707 -0.853  0.053
H10 -1.454 0.497 0.504  0.103
H11 1.578 -3.388 3.029  0.034
H12 -0.534 -0.017 -2.096  0.103

***

C5H12O2S | the ωB97M-V functional and the def2-TZVPD basis

DFT total energy	-20306.2854	eV
net charge	0
ΔE to the lowest compared entry with this formula, charge and spin	93.0	kcal/mol
largest force on an atom	3.88	eV/A

Last column: Löwdin charge in e.
Element x y z (Å)
S1 -1.564 0.955 -0.513  0.886
O1 -1.694 1.622 0.889  -0.629
O2 1.324 2.251 -0.409  -0.063
C1 0.709 -0.063 0.030  -0.406
C2 0.704 0.077 1.557  -0.043
C3 1.594 0.889 -0.665  -0.313
C4 0.833 -1.431 -0.542  -0.083
C5 -2.576 -0.551 -0.415  -0.307
H1 0.353 2.204 -0.206  0.038
H2 -0.149 0.708 1.720  0.028
H3 1.398 0.715 -1.774  0.134
H4 0.509 -0.788 2.110  0.059
H5 2.576 0.469 -0.469  0.135
H6 1.582 0.765 2.005  0.155
H7 -1.777 -1.326 0.018  0.063
H8 1.758 -1.821 -0.282  0.068
H9 -3.418 -0.394 0.213  0.023
H10 0.076 -2.037 -0.079  0.055
H11 -2.895 -0.821 -1.475  0.061
H12 0.657 -1.423 -1.713  0.139

***

C5H12O2S | the ωB97M-V functional and the def2-TZVPD basis

DFT total energy	-20304.6902	eV
net charge	0
ΔE to the lowest compared entry with this formula, charge and spin	129.8	kcal/mol
structure (SMILES)	CO[C@@](C)(CO)SC
largest force on an atom	5.83	eV/A

Last column: Löwdin charge in e.
Element x y z (Å)
S1 -1.583 0.636 -0.810  0.819
O1 0.656 2.722 -0.064  -0.048
O2 0.720 -0.918 -0.807  -0.221
C1 0.092 0.243 -0.023  -0.729
C2 -0.114 -0.011 1.425  -0.109
C3 1.914 -1.389 -0.504  -0.244
C4 -2.619 -0.774 -0.062  -0.397
C5 0.888 1.462 -0.438  -0.395
H1 -2.586 -1.760 -0.871  0.117
H2 -0.968 0.846 1.747  0.149
H3 -2.501 -0.631 1.021  -0.011
H4 1.819 1.071 -0.179  0.092
H5 -0.451 -1.131 1.382  0.108
H6 0.747 1.458 -1.512  0.115
H7 -0.025 3.243 -0.658  0.167
H8 -3.756 -0.217 -0.240  0.081
H9 1.793 -2.413 -1.124  0.131
H10 2.904 -0.671 -0.798  0.141
H11 0.946 0.143 1.988  0.134
H12 2.123 -1.909 0.528  0.099

***

C5H12O2Se | the ωB97M-V functional and the def2-TZVPD basis

DFT total energy	-74817.6159	eV
net charge	0
ΔE to the lowest compared entry with this formula, charge and spin	4.1	kcal/mol
structure (SMILES)	COC(C[Se]C)OC
largest force on an atom	4.65	eV/A

Last column: Löwdin charge in e.
Element x y z (Å)
Se1 -1.151 1.747 1.169  0.942
O1 1.183 1.001 -0.336  -0.209
O2 1.256 -1.291 -0.244  -0.120
C1 1.610 -2.034 -1.370  -0.106
C2 -0.744 -0.120 0.784  -0.367
C3 -3.009 1.691 1.789  -0.392
C4 2.423 1.192 -0.897  -0.090
C5 0.494 -0.145 -0.501  -0.416
H1 2.638 -1.994 -1.605  0.059
H2 -0.304 -0.663 1.645  0.059
H3 -1.675 -0.627 0.496  0.050
H4 1.516 -3.202 -1.208  0.127
H5 3.002 0.420 -0.479  0.074
H6 -3.287 0.737 2.014  -0.015
H7 -0.024 -0.001 -1.416  0.137
H8 -2.832 2.268 2.615  -0.044
H9 -3.777 2.134 1.191  0.020
H10 2.637 2.237 -0.593  0.111
H11 1.010 -1.676 -2.196  0.085
H12 2.615 1.245 -1.985  0.098

***

C5H12O3 | the ωB97M-V functional and the def2-TZVPD basis

DFT total energy	-11519.8986	eV
net charge	0
ΔE to the lowest compared entry with this formula, charge and spin	66.1	kcal/mol
structure (SMILES)	C=CCCC=O.O.O
largest force on an atom	3.98	eV/A

Last column: Löwdin charge in e.
Element x y z (Å)
O1 -1.329 2.458 1.902  0.017
O2 0.497 0.977 3.393  -0.086
O3 2.015 -4.294 -3.792  -0.053
C1 1.338 -1.038 -0.397  0.011
C2 -1.741 1.241 -0.128  -0.163
C3 -1.526 2.489 0.705  -0.228
C4 0.576 0.013 -0.062  -0.175
C5 -0.907 -0.025 0.208  -0.213
H1 1.110 -2.019 -0.610  0.024
H2 -0.426 1.164 2.971  0.046
H3 0.829 1.818 3.571  -0.019
H4 -1.551 1.669 -1.192  0.138
H5 -2.824 0.982 -0.169  0.124
H6 2.046 -3.557 -4.441  0.056
H7 2.427 -0.973 -0.285  0.058
H8 2.754 -4.248 -3.232  -0.004
H9 -1.459 -0.937 -0.342  0.158
H10 -1.016 -0.234 1.262  0.093
H11 0.946 1.006 0.190  0.103
H12 -1.760 3.508 0.448  0.114

***

What did the first record say?
C5H12O2 | the ωB97M-V functional and the def2-TZVPD basis

DFT total energy	-9474.7725	eV
net charge	0
ΔE to the lowest compared entry with this formula, charge and spin	8.4	kcal/mol
structure (SMILES)	CCCC(C)=O.O
largest force on an atom	0.45	eV/A

Last column: Löwdin charge in e.
Element x y z (Å)
O1 1.587 -0.679 -0.508  0.043
O2 -0.151 0.277 -2.562  -0.065
C1 0.596 -1.109 0.055  -0.445
C2 -0.100 -0.341 1.162  -0.143
C3 0.004 -2.441 -0.340  -0.010
C4 0.304 1.131 1.248  -0.251
C5 -0.590 2.046 0.410  -0.104
H1 -1.185 -0.460 1.037  0.126
H2 -0.605 -2.274 -1.236  0.094
H3 0.802 -3.140 -0.601  0.089
H4 1.340 1.210 0.904  0.103
H5 -1.610 2.072 0.811  0.075
H6 0.688 0.037 -2.142  0.011
H7 -0.643 1.691 -0.625  0.051
H8 0.146 -0.877 2.090  0.129
H9 -0.207 3.073 0.411  0.072
H10 -0.025 1.190 -2.844  0.041
H11 -0.634 -2.866 0.439  0.081
H12 0.284 1.458 2.293  0.104

***

> Which of these has the lowest DFT total energy?

C5H12O2Se

***

> Among the records above, which one has the lowest DFT total energy?

C5H12O2Se

***

> Among the records above, which one has the lowest DFT total energy?

C5H12O2Se